Entry 1:
This record from OMol25 describes a molecular structure, C17H32ClFKLi2MgN3O12PS in a non-equilibrium geometry. The level of theory is ωB97M-V with the def2-TZVPD basis set.

Each line ends with the Löwdin charge.
Atoms and positions in Å:
N (2.27, -6.32, -0.99)  -0.01
C (1.72, -4.94, -1.23)  -0.17
C (0.12, -5.06, -1.21)  -0.31
N (-0.50, -4.59, 0.08)  0.11
C (-1.84, -4.08, -0.18)  -0.43
O (-2.59, -3.39, 0.54)  0.04
C (-2.21, -4.53, -1.68)  -0.30
P (-2.89, -6.28, -1.42)  0.69
O (-4.34, -6.24, -0.96)  -0.42
C (-0.74, -4.31, -2.32)  -0.56
Cl (-0.46, -4.65, -4.10)  0.55
H (2.05, -6.90, -1.81)  0.06
H (1.73, -6.73, -0.21)  0.08
H (2.09, -4.28, -0.39)  0.12
H (2.10, -4.62, -2.25)  0.13
H (-0.04, -6.16, -1.45)  0.12
H (0.06, -3.73, 0.27)  0.09
H (-3.03, -3.91, -2.16)  0.14
H (-2.70, -7.10, -2.59)  -0.18
H (-2.11, -6.86, -0.34)  0.07
H (-0.59, -3.19, -2.17)  0.11
C (0.52, -4.19, 3.48)  -0.94
O (0.65, -3.83, 2.30)  0.08
O (1.02, -5.23, 3.97)  0.17
O (-0.13, -3.54, 4.36)  -0.08
O (1.35, -1.82, -0.07)  0.02
C (1.55, -0.79, -0.72)  -0.60
O (1.26, -0.76, -2.03)  -0.05
C (1.27, 0.43, -2.84)  -0.23
C (2.67, 0.72, -3.36)  -0.05
C (2.20, 0.39, -0.09)  -0.01
H (0.85, 1.28, -2.30)  0.08
H (0.61, 0.24, -3.69)  0.12
H (3.37, 0.90, -2.54)  0.08
H (2.67, 1.59, -4.01)  0.06
H (3.05, -0.14, -3.92)  0.09
H (3.32, 0.25, -0.12)  0.03
H (1.87, 0.46, 0.95)  0.09
H (1.94, 1.33, -0.57)  0.06
C (-1.15, 2.51, 2.24)  -0.15
C (-1.93, 1.62, 1.28)  -0.24
O (-2.17, 2.44, 0.13)  -0.23
S (-0.91, 3.47, -0.05)  0.67
O (-0.02, 2.92, -1.02)  -0.18
O (-1.45, 4.79, -0.14)  -0.19
O (-0.27, 3.27, 1.42)  -0.14
H (-1.82, 3.21, 2.76)  0.10
H (-0.59, 1.93, 2.97)  0.17
H (-2.87, 1.28, 1.70)  0.16
H (-1.33, 0.76, 0.97)  0.00
Mg (-2.15, -6.49, -4.26)  0.65
F (4.71, 0.57, -0.49)  -0.60
Li (-3.13, 4.14, 1.84)  0.82
Li (-1.88, -2.61, 4.66)  0.87
C (-1.87, 7.42, 4.70)  -0.10
C (-2.57, 6.54, 5.76)  -0.67
C (-1.50, 5.99, 6.72)  -0.09
O (-3.15, 5.51, 5.13)  -0.25
H (-1.14, 6.86, 4.11)  0.06
H (-2.60, 7.85, 4.00)  0.06
H (-1.34, 8.25, 5.17)  0.07
H (-3.19, 7.23, 6.36)  0.13
H (-0.75, 5.38, 6.20)  0.06
H (-1.95, 5.37, 7.50)  0.07
H (-0.96, 6.81, 7.21)  0.07
C (3.28, 4.37, -6.61)  -0.08
C (4.02, 3.23, -6.08)  -0.27
N (4.61, 2.33, -5.67)  0.15
H (3.68, 4.69, -7.58)  0.08
H (2.23, 4.13, -6.76)  0.08
H (3.33, 5.23, -5.94)  0.08
K (-1.30, -0.45, -0.45)  0.95

Computed properties:
E_LUMO = -7.4 eV
highest occupied orbital energy = -8.58 eV
largest force on an atom = 0.09318 hartree/bohr
net charge = +1
electronic energy = -3848.09481 a.u.

***

Entry 2:
This record from OMol25 describes a molecular structure, C17H32F2P3Sc. The level of theory is ωB97M-V with the def2-TZVPD basis set.

Each line ends with the Löwdin charge.
Atoms and positions in Å:
Sc (-0.15, 0.38, 0.26)  0.81
C (3.65, 0.77, -0.62)  -0.24
P (2.49, 0.25, 0.67)  0.84
C (3.03, -1.40, 1.17)  -0.21
C (2.71, 1.37, 2.08)  -0.38
C (3.85, 2.16, 2.20)  -0.06
C (4.02, 3.00, 3.29)  -0.03
C (3.07, 3.05, 4.29)  -0.03
C (1.92, 2.27, 4.18)  -0.07
C (1.72, 1.44, 3.08)  -0.39
P (0.17, 0.50, 2.92)  0.84
C (0.24, -0.95, 4.00)  -0.21
C (-1.14, 1.55, 3.61)  -0.23
H (3.46, 1.80, -0.91)  0.05
H (3.51, 0.14, -1.50)  0.06
H (4.68, 0.67, -0.28)  0.07
H (4.01, -1.37, 1.66)  0.07
H (3.11, -2.03, 0.28)  0.07
H (2.31, -1.87, 1.83)  0.03
H (4.62, 2.13, 1.44)  0.11
H (4.92, 3.60, 3.36)  0.13
H (3.21, 3.69, 5.15)  0.13
H (1.17, 2.33, 4.97)  0.11
H (0.38, -0.62, 5.03)  0.07
H (1.07, -1.59, 3.72)  0.04
H (-0.69, -1.51, 3.92)  0.07
H (-0.98, 1.76, 4.66)  0.06
H (-2.10, 1.03, 3.52)  0.06
H (-1.20, 2.49, 3.07)  0.04
C (0.32, 4.63, 1.24)  -0.13
C (0.40, 4.24, -0.23)  -0.38
P (-0.75, 2.90, -0.71)  0.89
C (-2.44, 3.51, -0.42)  -0.39
C (-3.53, 2.52, -0.81)  -0.13
C (-0.55, 2.70, -2.51)  -0.38
C (0.81, 2.14, -2.89)  -0.14
H (1.04, 5.41, 1.47)  0.09
H (0.54, 3.78, 1.89)  0.04
H (-0.67, 5.02, 1.51)  0.08
H (1.41, 3.91, -0.48)  0.07
H (0.19, 5.10, -0.88)  0.11
H (-2.54, 4.45, -0.97)  0.11
H (-2.50, 3.77, 0.64)  0.08
H (-3.52, 2.30, -1.88)  0.08
H (-4.50, 2.94, -0.57)  0.09
H (-3.44, 1.57, -0.27)  0.06
H (-0.73, 3.66, -2.99)  0.11
H (-1.35, 2.03, -2.85)  0.09
H (1.62, 2.81, -2.60)  0.07
H (0.88, 2.00, -3.97)  0.09
H (1.01, 1.16, -2.44)  0.04
F (-0.55, -0.95, -1.39)  -0.15
C (-0.76, -1.60, -0.09)  -0.16
F (-1.95, -0.83, 0.30)  -0.15
H (-1.08, -2.62, -0.29)  0.11

Computed properties:
E_LUMO = -6.8 eV
energy above the lowest of the compared OMol25 structures with the same formula, charge and spin = 0.00 kcal per mole
highest occupied orbital energy = -15.58 eV
largest force on an atom = 0.00877 hartree/bohr
net charge = +2
electronic energy = -2650.98106 a.u.

***

Entry 3:
This record from OMol25 describes 3 unconnected molecules or ions with the total composition C17H32I2NO5 in a non-equilibrium geometry. The level of theory is ωB97M-V with the def2-TZVPD basis set.

Each line ends with the Löwdin charge.
Atoms and positions in Å:
C (-0.54, 1.48, -3.94)  -0.09
C (0.96, 1.78, -3.45)  -0.27
O (1.63, 0.68, -2.80)  -0.21
C (1.10, 0.47, -1.44)  -0.16
C (0.05, -0.74, -1.50)  -0.20
N (0.40, -1.91, -0.63)  -0.10
C (-0.64, -2.95, -0.86)  -0.36
C (-1.63, -3.19, 0.38)  -0.54
O (-1.58, -2.56, 1.49)  -0.08
O (-2.63, -4.14, 0.18)  -0.21
C (0.00, -4.34, -1.40)  -0.68
I (1.76, -4.72, -0.14)  0.77
C (0.32, -4.34, -2.97)  -0.76
C (1.06, -5.70, -3.45)  -0.24
I (-1.52, -4.24, -4.21)  0.73
H (-0.65, 1.75, -5.06)  0.07
H (-1.28, 2.14, -3.34)  0.08
H (-0.87, 0.40, -3.83)  0.07
H (1.59, 2.04, -4.39)  0.12
H (0.97, 2.75, -2.82)  0.10
H (1.96, 0.28, -0.71)  0.13
H (0.52, 1.44, -1.19)  0.12
H (-1.02, -0.42, -1.20)  0.14
H (0.05, -1.12, -2.59)  0.11
H (0.47, -1.64, 0.36)  0.09
H (-1.32, -2.57, -1.72)  0.10
H (-0.77, -5.17, -1.21)  0.08
H (1.03, -3.49, -3.29)  0.09
H (2.02, -5.92, -2.88)  0.03
H (0.26, -6.53, -3.34)  0.06
H (1.24, -5.61, -4.59)  0.06
C (2.26, 4.82, 0.79)  -0.18
C (0.80, 4.53, 1.05)  -0.17
C (0.18, 4.86, -0.30)  -0.20
O (1.17, 4.57, -1.29)  -0.17
C (2.43, 4.36, -0.64)  -0.20
H (2.94, 4.31, 1.49)  0.12
H (2.45, 5.90, 0.87)  0.11
H (0.66, 3.47, 1.28)  0.12
H (0.37, 5.11, 1.87)  0.11
H (-0.08, 5.92, -0.37)  0.11
H (-0.72, 4.27, -0.50)  0.12
H (2.66, 3.29, -0.69)  0.11
H (3.21, 4.91, -1.17)  0.12
C (-2.09, -0.71, 5.83)  -0.19
C (-1.81, -1.26, 4.44)  -0.18
C (-1.57, 0.01, 3.64)  -0.20
O (-1.01, 0.97, 4.55)  -0.15
C (-1.15, 0.48, 5.89)  -0.22
H (-1.91, -1.42, 6.63)  0.11
H (-3.13, -0.36, 5.89)  0.11
H (-0.90, -1.86, 4.46)  0.12
H (-2.62, -1.87, 4.04)  0.12
H (-2.51, 0.41, 3.26)  0.12
H (-0.89, -0.15, 2.80)  0.11
H (-0.15, 0.18, 6.23)  0.11
H (-1.52, 1.28, 6.53)  0.11

Computed properties:
E_LUMO = 2.3 eV
highest occupied orbital energy = -4.47 eV
largest force on an atom = 0.11598 hartree/bohr
net charge = -1
electronic energy = -1693.23074 a.u.

***

Entry 4:
This record from OMol25 describes a molecular structure, C17H32N11RuSeSi3 in a non-equilibrium geometry. The level of theory is ωB97M-V with the def2-TZVPD basis set.

Each line ends with the Mulliken spin population.
Atoms and positions in Å:
Ru (10.64, 11.74, 8.35)  3.86
N (11.94, 14.28, 5.73)  0.01
C (12.59, 13.03, 5.77)  0.02
N (13.38, 12.59, 4.80)  0.00
N (13.77, 11.37, 5.20)  0.01
N (13.24, 11.07, 6.36)  -0.01
N (12.43, 12.10, 6.73)  0.06
C (11.12, 14.72, 6.71)  0.01
N (10.70, 15.95, 6.89)  0.00
N (9.85, 15.89, 7.93)  0.01
N (9.68, 14.68, 8.30)  0.01
N (10.50, 13.87, 7.57)  0.06
H (12.35, 15.04, 5.20)  0.00
C (8.96, 11.87, 5.23)  0.04
Si (7.64, 11.92, 6.69)  -0.03
C (6.52, 13.46, 6.52)  0.01
C (6.61, 10.31, 6.30)  0.01
N (8.51, 11.86, 8.23)  0.32
C (8.08, 12.14, 9.50)  -0.05
C (6.69, 12.23, 9.81)  0.02
C (6.30, 12.44, 11.10)  0.01
C (7.24, 12.45, 12.15)  0.02
C (8.58, 12.45, 11.85)  -0.01
C (9.02, 12.41, 10.54)  0.00
N (10.36, 12.46, 10.25)  0.31
Si (11.55, 13.34, 11.09)  0.00
C (11.01, 15.07, 11.52)  0.01
C (12.07, 12.40, 12.64)  0.01
C (13.05, 13.45, 9.98)  0.04
H (8.44, 12.27, 4.41)  0.00
H (9.28, 10.81, 4.99)  0.00
H (9.84, 12.47, 5.49)  -0.02
H (5.88, 13.46, 5.60)  0.00
H (7.20, 14.30, 6.31)  0.00
H (5.80, 13.59, 7.31)  0.00
H (6.14, 10.40, 5.33)  0.00
H (5.79, 9.96, 6.99)  0.00
H (7.40, 9.55, 6.18)  0.00
H (5.92, 12.01, 9.02)  0.00
H (5.25, 12.50, 11.26)  0.00
H (6.88, 12.65, 13.12)  0.00
H (9.32, 12.45, 12.63)  -0.01
H (10.52, 15.11, 12.46)  0.00
H (10.37, 15.32, 10.70)  0.00
H (11.83, 15.76, 11.62)  0.00
H (11.29, 12.42, 13.41)  0.00
H (12.97, 12.84, 13.16)  0.00
H (12.25, 11.36, 12.38)  0.00
H (13.55, 12.43, 9.91)  0.01
H (13.76, 14.11, 10.46)  0.00
H (12.84, 13.84, 9.03)  -0.01
C (9.79, 6.41, 10.30)  0.01
Si (9.56, 8.26, 9.96)  0.00
C (7.74, 8.66, 9.86)  -0.01
C (10.22, 8.98, 11.58)  -0.01
Se (10.83, 9.08, 8.30)  0.19
H (9.39, 6.21, 11.27)  0.00
H (10.88, 6.08, 10.31)  0.00
H (9.37, 5.72, 9.60)  0.00
H (7.01, 7.79, 9.99)  0.00
H (7.56, 9.20, 8.96)  0.01
H (7.59, 9.32, 10.71)  0.00
H (9.64, 8.54, 12.42)  0.00
H (10.09, 10.08, 11.56)  0.02
H (11.29, 8.65, 11.55)  0.00

Computed properties:
E_LUMO (alpha / beta) = 4.8 / 4.6 eV
highest occupied orbital energy (alpha / beta) = -1.37 / -1.83 eV
largest force on an atom = 0.04955 hartree/bohr
net charge = -2
spin multiplicity = 6
electronic energy = -4634.22577 a.u.